# C18H46N4Si2SrTe

A structure of composition C18H46N4Si2SrTe at a distorted geometry (wB97M-V/def2-TZVPD, the Open Molecules 2025 dataset).

ORCA input file:
```
! wB97M-V def2-TZVPD RIJCOSX def2/J DEFGRID3
* xyz 2 1
Sr -0.074 -1.192 -0.098
C 0.474 -4.473 -1.625
C 1.920 -4.013 -1.423
N 1.946 -2.807 -0.508
C 2.433 -3.152 0.831
C 1.344 -3.840 1.608
N 0.301 -2.832 1.861
C -1.027 -3.512 1.826
C -2.196 -2.767 2.525
C -2.837 -1.562 1.881
N -2.655 -1.472 0.451
C -3.296 -2.454 -0.460
C -2.433 -3.259 -1.508
N -1.191 -2.626 -2.008
C -0.258 -3.548 -2.613
H -0.030 -4.543 -0.658
H 0.489 -5.473 -2.078
H 2.350 -3.682 -2.391
H 2.557 -4.784 -0.962
H 2.572 -2.113 -0.897
H 2.774 -2.206 1.295
H 3.318 -3.768 0.763
H 1.778 -4.162 2.528
H 0.968 -4.730 1.083
H 0.513 -2.519 2.806
H -0.908 -4.482 2.271
H -1.281 -3.718 0.775
H -1.884 -2.557 3.554
H -2.930 -3.515 2.617
H -2.460 -0.631 2.313
H -3.944 -1.577 2.128
H -2.993 -0.562 0.145
H -4.086 -1.938 -1.056
H -3.867 -3.246 0.054
H -3.113 -3.455 -2.382
H -2.209 -4.261 -1.082
H -1.409 -1.916 -2.704
H 0.449 -2.929 -3.128
H -0.709 -4.204 -3.390
C 2.119 4.179 2.444
Si 0.745 2.959 2.727
C -0.530 3.463 4.039
C 1.323 1.238 3.148
C -0.255 2.928 1.107
Te 0.837 1.852 -0.550
C -0.267 2.729 -2.144
Si 0.560 4.286 -2.782
C 2.225 3.966 -3.473
C 0.807 5.614 -1.439
C -0.470 4.902 -4.200
H 2.822 4.153 3.293
H 1.796 5.184 2.244
H 2.750 3.892 1.625
H 0.031 3.731 4.927
H -1.252 2.644 4.319
H -1.084 4.338 3.680
H 1.556 1.171 4.230
H 2.229 0.947 2.605
H 0.611 0.492 2.831
H -0.310 3.923 0.778
H -1.240 2.380 1.014
H -1.269 2.880 -1.746
H -0.289 2.046 -3.021
H 2.935 3.424 -2.843
H 2.643 4.932 -3.810
H 2.051 3.344 -4.371
H 0.007 5.685 -0.629
H 0.859 6.634 -1.881
H 1.765 5.444 -0.904
H -0.393 4.233 -5.093
H -0.192 5.931 -4.578
H -1.518 4.956 -3.890
*
```

Values from the calculation:
Total energy = -49246.3181 eV